[1]
The following is a quantum chemistry calculation of C33H30Br2IrN4O3S2 as an isolated structure in a non-equilibrium geometry, from the Open Molecules 2025 dataset.

Geometry (Å):
Ir 0.448 -1.834 -1.613
O 4.736 1.474 -0.940
C 3.672 2.274 -1.051
C 3.906 3.641 -0.915
C 2.871 4.538 -1.018
C 1.550 4.112 -1.254
C 1.302 2.780 -1.380
C 2.347 1.825 -1.281
C 2.008 0.444 -1.410
O 0.731 0.129 -1.527
N 2.974 -0.490 -1.392
N 2.460 -1.730 -1.501
C 3.296 -2.738 -1.426
C 2.938 -4.101 -1.507
C 3.969 -5.054 -1.375
C 3.697 -6.389 -1.449
C 2.361 -6.847 -1.676
C 1.336 -5.973 -1.823
C 1.579 -4.579 -1.735
O 0.566 -3.806 -1.883
H 4.461 0.556 -1.088
H 4.925 3.964 -0.739
H 3.079 5.597 -0.923
H 0.749 4.835 -1.343
H 0.299 2.421 -1.577
H 4.341 -2.483 -1.282
H 4.985 -4.709 -1.216
H 4.500 -7.108 -1.340
H 2.168 -7.911 -1.735
H 0.317 -6.297 -1.999
S -0.351 -2.534 0.803
C -1.100 -0.980 1.090
N -1.083 -0.365 2.263
C -1.902 0.852 2.396
C -1.796 1.672 1.133
N -2.198 0.849 -0.012
C -2.920 1.507 -1.123
C -4.223 2.093 -0.644
C -4.423 3.465 -0.641
C -5.628 3.995 -0.189
C -6.628 3.152 0.262
C -6.432 1.776 0.262
C -5.232 1.249 -0.191
C -1.748 -0.410 -0.019
S -1.866 -1.442 -1.440
C -0.328 -0.826 3.447
C 0.669 0.224 3.875
C 0.641 0.750 5.158
C 1.552 1.735 5.529
C 2.484 2.201 4.614
C 2.517 1.673 3.327
C 1.613 0.687 2.961
H -1.543 1.426 3.246
H -2.940 0.566 2.573
H -0.764 2.000 0.986
H -2.443 2.543 1.186
H -3.089 0.771 -1.904
H -2.279 2.285 -1.541
H -3.641 4.128 -1.005
H -5.781 5.067 -0.191
H -7.568 3.564 0.609
H -7.219 1.116 0.606
H -5.085 0.170 -0.205
H 0.180 -1.750 3.185
H -1.030 -1.051 4.248
H -0.088 0.386 5.877
H 1.528 2.139 6.535
H 3.188 2.972 4.902
H 3.254 2.027 2.614
H 1.646 0.266 1.956
Br -0.085 -1.975 -4.600
C -1.345 -3.340 -5.190
Br -2.155 -4.371 -3.798
H -0.800 -3.997 -5.845
H -2.129 -2.809 -5.704

Properties
Multiplicity: 6
LUMO (spin up / spin down) (eV): -6.2 / -8.7
E_HOMO (spin up / spin down) (eV): -12.8236 / -13.4615
Total charge: +2

=====

[2]
The following is a quantum chemistry calculation of C33H30BrFFeIN3OS2 as an isolated structure in a non-equilibrium geometry, from the Open Molecules 2025 dataset.

Geometry (Å):
Fe -0.510 0.587 -0.150
N 1.773 0.507 3.771
C 0.906 0.387 4.848
C 1.391 0.053 6.109
C 0.532 -0.055 7.194
C -0.826 0.157 7.028
C -1.321 0.496 5.774
C -0.468 0.622 4.691
S -1.075 1.134 3.114
N 0.142 0.652 2.055
C 1.380 0.470 2.431
C 2.333 0.188 1.418
C 3.697 -0.147 1.645
C 4.509 -0.474 0.598
C 3.981 -0.490 -0.714
C 2.662 -0.126 -0.874
N 1.850 0.225 0.121
H 2.729 0.281 3.964
H 2.456 -0.111 6.239
H 0.930 -0.309 8.168
H -1.503 0.059 7.867
H -2.379 0.685 5.633
H 4.116 -0.151 2.644
H 5.549 -0.723 0.772
H 4.594 -0.752 -1.564
H 2.210 -0.105 -1.861
C -0.216 3.806 -8.358
C 1.048 3.004 -8.270
O 2.145 3.452 -8.121
S 0.769 1.192 -8.437
C 0.468 0.798 -6.725
C -0.740 0.197 -6.379
C -0.958 -0.251 -5.092
C 0.041 -0.122 -4.103
C 1.228 0.564 -4.459
C 1.444 0.997 -5.750
C -0.105 -0.666 -2.824
C -0.153 -1.239 -1.730
H 0.000 4.872 -8.284
H -0.885 3.500 -7.553
H -0.716 3.587 -9.301
H -1.503 0.078 -7.139
H -1.895 -0.726 -4.833
H 1.980 0.731 -3.699
H 2.368 1.498 -6.011
Br 0.874 5.827 1.004
C 0.149 5.654 -0.741
C -0.409 6.781 -1.324
C -0.944 6.702 -2.599
C -0.913 5.498 -3.286
C -0.353 4.377 -2.699
C 0.186 4.440 -1.419
I 1.057 2.686 -0.587
H -0.416 7.711 -0.773
H -1.384 7.582 -3.051
H -1.326 5.428 -4.284
H -0.325 3.435 -3.233
F -2.288 1.133 -0.173
C -0.886 -4.088 0.072
C -1.339 -2.620 0.072
C -2.592 -2.470 -0.789
C -1.666 -2.188 1.507
C -0.204 -1.753 -0.459
H -1.664 -4.731 0.496
H 0.022 -4.211 0.666
H -0.686 -4.420 -0.949
H -3.407 -3.073 -0.379
H -2.400 -2.798 -1.813
H -2.909 -1.425 -0.817
H -2.437 -2.827 1.950
H -2.026 -1.159 1.506
H -0.774 -2.233 2.137
H 0.742 -1.868 0.064

Properties
Multiplicity: 6
LUMO (spin up / spin down) (eV): 2.3 / 2.3
E_HOMO (spin up / spin down) (eV): -2.7473 / -3.7963
Total charge: -1

=====

[3]
The following is a quantum chemistry calculation of C33H30FeP2S2 as an isolated structure in a non-equilibrium geometry, from the Open Molecules 2025 dataset.

Geometry (Å):
Fe 0.908 2.131 -0.172
S 2.066 2.635 1.697
P 1.595 -0.179 0.557
C 0.039 0.026 -0.139
P -1.384 0.749 0.275
S -1.501 2.718 0.753
C -2.519 0.543 -1.181
C -2.149 -0.297 -2.226
C -2.969 -0.450 -3.338
C -4.173 0.236 -3.413
C -4.551 1.075 -2.371
C -3.726 1.229 -1.266
C -2.402 -0.159 1.540
C -2.767 0.402 2.757
C -3.433 -0.356 3.713
C -3.755 -1.681 3.456
C -3.391 -2.252 2.241
C -2.709 -1.498 1.301
C 1.349 -0.726 2.324
C 0.566 -1.870 2.495
C 0.173 -2.288 3.757
C 0.572 -1.577 4.882
C 1.358 -0.447 4.724
C 1.735 -0.016 3.455
C 2.067 -1.966 0.034
C 3.174 -2.612 0.581
C 3.614 -3.831 0.090
C 2.959 -4.434 -0.981
C 1.857 -3.802 -1.538
C 1.418 -2.584 -1.029
H -1.184 -0.788 -2.144
H -2.661 -1.101 -4.149
H -4.812 0.125 -4.283
H -5.486 1.623 -2.425
H -3.997 1.906 -0.464
H -2.507 1.437 2.948
H -3.694 0.091 4.666
H -4.273 -2.271 4.204
H -3.623 -3.292 2.036
H -2.389 -1.954 0.368
H 0.224 -2.419 1.627
H -0.465 -3.159 3.854
H 0.257 -1.896 5.870
H 1.667 0.130 5.589
H 2.306 0.894 3.313
H 3.704 -2.151 1.410
H 4.474 -4.317 0.540
H 3.305 -5.385 -1.372
H 1.333 -4.258 -2.373
H 0.552 -2.078 -1.446
C 2.785 4.613 -1.337
C 1.965 3.666 -2.169
C 0.570 3.677 -2.128
C -0.175 2.807 -2.935
C 0.464 1.951 -3.809
C 1.857 1.963 -3.888
C 2.591 2.799 -3.074
H 3.202 5.405 -1.969
H 3.595 4.077 -0.843
H 2.190 5.055 -0.541
H 0.050 4.390 -1.499
H -1.254 2.796 -2.840
H -0.116 1.257 -4.405
H 2.365 1.275 -4.553
H 3.674 2.761 -3.091
C 2.791 0.610 -0.460
H 3.595 1.163 0.006
H 3.102 -0.122 -1.212

Properties
Multiplicity: 5
LUMO (spin up / spin down) (eV): 4.7 / 4.7
E_HOMO (spin up / spin down) (eV): 0.1249 / -0.0911
Total charge: -2

=====

Energy relative to the best compared isomer or geometry (same formula, charge and spin) values (in eV) by entry order: 0.315, 0.000, 1.006.